Formula: C23H61BN17O18
Source: OMol25
Level of theory: ωB97M-V/def2-TZVPD

Structure (XYZ):
```
120
Properties=species:S:1:pos:R:3:forces:R:3
O -2.163 0.919 1.328 5.780 -1.569 -1.527
C -0.963 0.642 1.021 -3.610 0.930 -0.816
O -0.472 0.449 -0.256 -0.555 0.041 1.762
B 1.011 0.338 -0.199 -1.156 -0.129 2.676
O 1.402 0.491 1.246 -1.214 -0.835 -1.658
C 0.288 0.638 1.910 0.176 2.134 4.317
O 0.306 1.008 3.089 -0.831 -1.170 -2.238
O 1.628 1.375 -0.926 1.873 -0.490 -2.559
C 2.486 0.792 -1.825 0.297 3.120 -2.627
O 3.089 1.345 -2.755 -1.709 -1.607 3.340
C 2.335 -0.688 -1.641 0.412 -2.262 -0.110
O 1.479 -0.948 -0.648 0.861 0.013 -1.788
O 2.882 -1.520 -2.332 -0.225 0.965 0.721
C -4.368 1.427 4.834 -1.058 -0.113 -0.558
C -4.210 2.005 3.413 1.082 0.339 2.045
C -5.295 3.005 3.064 -0.012 -0.305 -0.635
O -5.040 3.679 1.823 -0.278 -0.126 -0.334
C -4.903 2.894 0.621 -0.465 -0.160 0.352
N -2.894 2.697 3.491 -0.873 0.039 -0.663
H -4.490 2.222 5.570 0.281 0.179 -0.088
H -3.506 0.819 5.110 -0.157 0.075 0.013
H -5.279 0.831 4.898 0.010 -0.383 0.062
H -4.123 1.175 2.713 -0.465 0.147 0.027
H -5.407 3.771 3.832 0.653 0.286 -0.054
H -6.288 2.555 3.093 -0.169 -0.531 -0.513
H -5.575 2.038 0.554 -0.213 -0.287 0.677
H -3.890 2.517 0.480 0.124 0.209 0.016
H -5.229 3.456 -0.254 0.459 0.595 0.240
H -2.253 2.001 3.138 0.565 0.136 0.197
H -2.953 3.385 2.754 0.426 0.424 -0.256
C 4.204 1.709 4.648 0.944 -0.940 -0.172
C 4.136 1.692 3.094 0.997 -0.352 1.618
C 4.066 0.220 2.638 0.375 -0.711 0.368
O 5.149 -0.598 3.240 -1.060 1.304 -1.853
C 5.021 -1.929 2.840 0.269 -1.399 0.217
N 2.957 2.417 2.701 -0.498 -0.135 -0.610
H 3.325 1.172 5.005 -0.120 0.183 0.200
H 4.318 2.667 5.155 -0.456 0.394 -0.526
H 5.075 1.161 5.009 0.037 -0.302 -0.102
H 4.989 2.217 2.665 0.415 -0.382 0.005
H 3.960 0.096 1.560 1.205 0.319 -0.541
H 3.117 -0.275 2.842 -0.340 0.277 1.216
H 5.969 -2.464 2.894 0.283 0.266 0.889
H 4.796 -2.224 1.815 -0.556 1.190 -0.720
H 4.270 -2.447 3.436 -0.054 -0.112 0.303
H 2.779 3.061 3.458 -0.270 0.304 -0.069
H 2.249 1.704 2.800 -0.840 0.490 -0.084
C 3.980 0.019 -5.808 0.501 -0.416 1.898
C 2.913 -0.679 -6.576 -0.960 -1.092 0.387
C 1.701 -1.096 -5.691 0.874 2.468 0.157
O 0.832 -1.911 -6.381 -0.720 -1.030 -0.248
C -0.219 -2.307 -5.521 0.237 -0.669 0.223
N 2.488 0.152 -7.686 -0.199 -0.227 -0.452
H 4.381 -0.721 -5.115 0.341 -0.157 0.093
H 3.594 0.757 -5.105 -0.159 0.394 -0.419
H 4.842 0.423 -6.339 -0.355 0.010 -0.439
H 3.271 -1.651 -6.916 0.454 -0.233 -0.311
H 1.188 -0.167 -5.444 -0.322 0.598 -0.069
H 1.932 -1.457 -4.689 0.715 -0.693 -0.095
H -0.738 -1.469 -5.056 -0.278 0.160 -0.761
H 0.166 -2.831 -4.646 0.386 -0.214 0.188
H -0.858 -3.032 -6.024 -0.213 0.534 -0.191
H 3.274 0.140 -8.320 0.292 0.486 -0.206
H 1.799 -0.361 -8.218 -0.553 -0.037 0.004
C -4.196 -1.658 1.366 0.650 -0.509 1.452
O -3.850 -1.763 2.515 0.677 -0.796 2.019
N -4.562 -0.554 0.839 -1.219 4.866 -1.827
N -4.280 -2.631 0.503 -0.034 -4.880 -1.761
H -4.212 0.267 1.311 -0.200 0.048 -0.595
H -4.663 -0.556 -0.166 -0.058 0.664 0.244
H -4.235 -2.548 -0.503 -0.099 0.106 0.338
H -4.260 -3.558 0.904 0.154 0.078 -0.350
C -2.394 3.412 -2.605 -1.311 -1.196 1.704
O -3.588 3.200 -2.767 -0.531 -0.806 -1.763
N -2.025 4.416 -1.873 -0.314 3.641 1.145
N -1.360 2.604 -2.794 1.507 -2.910 -1.955
H -1.056 4.664 -1.729 -0.110 0.470 0.081
H -2.780 5.086 -1.900 0.530 0.476 0.712
H -0.460 2.771 -2.368 -0.299 0.073 -0.249
H -1.493 1.764 -3.339 0.061 0.208 0.322
C -2.078 -2.020 -2.490 -1.109 -4.876 1.826
O -2.892 -2.555 -3.222 -0.972 -1.148 -0.292
N -1.591 -0.907 -2.738 2.803 7.492 -3.287
N -1.562 -2.534 -1.362 -0.462 -2.359 1.500
H -1.716 -0.702 -3.719 -0.040 0.844 0.302
H -0.827 -0.474 -2.240 -0.395 -0.103 0.064
H -1.825 -3.493 -1.186 0.168 0.263 0.126
H -0.763 -2.176 -0.858 -0.200 0.073 -0.280
C -1.290 -1.480 5.913 -0.653 -0.452 0.873
O -2.107 -1.303 6.788 -0.940 0.617 1.711
N -1.495 -1.280 4.655 -1.890 1.648 -3.053
N -0.093 -1.998 6.094 3.483 -1.546 1.787
H -0.785 -1.543 3.986 -0.386 0.308 -0.334
H -2.252 -0.641 4.461 0.097 -0.494 -0.563
H 0.215 -2.209 7.033 -0.124 -0.010 -0.365
H 0.532 -2.146 5.315 -0.095 0.031 0.270
C 1.448 5.071 -0.550 1.452 -1.154 -0.104
O 0.447 5.273 -1.140 -3.521 1.127 -1.981
N 2.360 5.916 -0.223 2.338 6.347 1.030
N 1.994 3.937 -0.276 0.161 -6.134 1.317
H 2.228 6.864 -0.544 0.400 0.002 0.536
H 3.163 5.612 0.309 -0.203 0.783 -0.472
H 1.507 3.064 -0.417 0.087 0.482 0.165
H 2.668 3.916 0.475 -0.194 -0.651 -0.119
C 1.120 -4.732 -2.396 0.096 -0.064 5.076
O 0.864 -4.732 -1.156 -0.114 0.557 -1.432
N 0.747 -5.672 -3.170 -3.488 -4.877 -2.517
N 1.922 -3.969 -3.020 3.119 4.078 -0.998
H 0.764 -5.503 -4.166 -0.315 -0.358 0.216
H -0.020 -6.204 -2.784 0.045 -0.307 -0.479
H 2.325 -3.190 -2.518 0.282 0.220 -0.369
H 2.179 -4.160 -3.978 0.085 0.355 0.400
C 0.253 -3.004 1.979 -0.915 0.390 2.291
O 0.321 -2.410 3.043 0.447 1.072 1.206
N 1.272 -3.320 1.290 4.836 -1.267 -3.184
N -0.878 -3.456 1.491 -3.321 -0.598 -0.892
H 2.233 -3.143 1.545 -0.550 0.319 0.442
H 1.168 -3.734 0.375 0.014 -0.236 -0.206
H -1.735 -3.171 1.942 -0.056 0.022 0.021
H -0.937 -4.014 0.650 0.244 0.125 0.335
```
Positions in Å, forces in eV/Å.

charge = -1
HOMO level = -6.36 eV
multiplicity = 1

=====

Formula: C2H3I2NS
Source: OMol25
Level of theory: ωB97M-V/def2-TZVPD

Structure (XYZ):
```
9
Properties=species:S:1:pos:R:3:forces:R:3
C -0.438 -1.282 -0.705 0.954 1.680 0.849
C 1.239 0.224 0.287 0.929 -2.092 3.131
N 0.449 -0.878 -0.010 -2.574 -2.742 -0.901
S -1.429 1.787 -1.067 0.031 -0.414 -0.377
I -1.601 -2.979 -0.721 -0.321 -0.464 -0.100
I -2.282 1.999 1.077 -0.030 -0.039 0.234
H 0.821 0.960 -0.309 -0.062 2.356 -1.135
H 1.024 0.411 1.442 1.139 -0.011 -2.413
H 2.218 -0.242 0.006 -0.066 1.727 0.711
```
Positions in Å, forces in eV/Å.

energy relative to the best compared isomer or geometry (same formula, charge and spin) = 58.9 kcal/mol
HOMO level (spin up / spin down) = -8.43 / -7.29 eV
multiplicity = 1

=====

Formula: C2H2ClF
Source: OMol25
Level of theory: ωB97M-V/def2-TZVPD

Structure (XYZ):
```
6
Properties=species:S:1:pos:R:3:forces:R:3
C -0.256 -0.288 -0.094 -3.066 -0.204 2.794
C -1.362 -0.996 -0.260 3.081 -0.743 -4.357
F -2.205 -1.387 0.590 -1.565 -0.534 1.135
Cl -1.505 -1.892 -2.011 -0.218 1.281 2.702
H 0.394 0.091 -0.751 2.027 0.436 -3.197
H -0.131 0.262 0.818 -0.258 -0.237 0.923
```
Positions in Å, forces in eV/Å.

energy relative to the best compared isomer or geometry (same formula, charge and spin) = 22.2 kcal/mol
SMILES string = C=C(F)Cl
HOMO level = -10.24 eV
multiplicity = 1

=====

Formula: C6H3O2S
Source: OMol25
Level of theory: ωB97M-V/def2-TZVPD

Structure (XYZ):
```
12
Properties=species:S:1:pos:R:3:forces:R:3
C 0.328 0.285 -1.382 -5.933 -1.068 3.874
C -1.010 -0.460 -1.319 -0.707 1.279 -0.903
C -0.561 0.268 -0.223 0.834 -1.036 -1.352
C -0.196 -1.771 0.687 -0.191 1.644 2.307
C 1.448 0.388 -1.870 4.122 1.057 -2.568
C -0.707 1.111 1.009 2.994 -2.608 -0.309
O -1.030 -1.739 1.528 -1.196 -0.532 0.174
O 2.418 0.649 -2.481 0.823 -0.071 -0.068
S 1.117 -2.419 0.128 1.979 -1.641 -1.318
H 0.186 1.693 0.968 0.038 1.682 -0.084
H -0.354 0.442 1.828 -1.274 0.316 -0.165
H -1.639 1.554 1.126 -1.488 0.977 0.412
```
Positions in Å, forces in eV/Å.

charge = -1
energy relative to the best compared isomer or geometry (same formula, charge and spin) = 10.0 kcal/mol
HOMO level (spin up / spin down) = -0.59 / -4.51 eV
multiplicity = 3

=====

Formula: C6H12Br12O2PS
Source: OMol25
Level of theory: ωB97M-V/def2-TZVPD

Structure (XYZ):
```
34
Properties=species:S:1:pos:R:3:forces:R:3
C 0.584 -0.053 0.330 0.400 -0.614 1.019
P 2.000 -0.434 1.427 1.274 0.407 -0.513
O 2.571 -1.899 0.961 -0.613 -0.138 0.758
S 0.929 -0.747 3.280 -0.799 -0.034 -0.149
C 1.834 -2.031 4.167 -0.369 0.318 -0.269
O -0.547 -1.397 2.994 0.364 -0.311 0.448
H 0.311 -0.965 -0.182 -0.172 -0.088 -0.384
H 0.918 0.730 -0.330 -0.019 0.177 -0.353
H -0.250 0.269 0.935 -0.407 0.318 -0.060
H 2.049 -2.656 1.278 0.199 0.044 -0.596
H 1.698 -1.834 5.216 0.034 0.008 0.394
H 2.875 -2.003 3.886 0.351 0.114 -0.080
H 1.399 -2.984 3.907 -0.035 -0.382 -0.103
H -0.529 -2.372 3.006 -0.105 0.231 -0.130
C -3.173 0.819 -1.867 -0.012 0.107 -0.039
Br -3.079 -0.255 -0.262 -0.005 0.028 0.005
Br -4.121 2.461 -1.558 0.097 -0.071 0.002
Br -1.431 1.142 -2.626 -0.052 0.016 0.067
H -3.735 0.249 -2.593 0.011 -0.086 -0.016
C -3.740 6.028 0.194 0.009 0.063 -0.011
Br -4.133 7.457 1.419 0.017 -0.051 -0.057
Br -5.169 5.766 -1.070 -0.018 0.058 0.023
Br -2.054 6.293 -0.697 -0.041 -0.019 0.016
H -3.656 5.121 0.772 -0.001 -0.052 0.023
C 5.749 -0.724 0.285 0.136 -0.036 0.000
Br 4.639 0.445 -0.775 -0.061 0.008 -0.032
Br 7.096 -1.576 -0.786 -0.067 0.066 0.050
Br 6.505 0.204 1.793 -0.058 -0.024 -0.032
H 5.108 -1.499 0.674 -0.047 -0.047 -0.010
C -2.107 -2.834 -4.797 -0.008 0.137 -0.086
Br -1.693 -2.700 -2.918 -0.027 -0.065 0.032
Br -3.968 -2.472 -5.119 0.062 0.012 0.030
Br -0.967 -1.695 -5.846 -0.041 -0.037 0.048
H -1.915 -3.852 -5.097 0.005 -0.059 0.004
```
Positions in Å, forces in eV/Å.

charge = +1
HOMO level = -11.84 eV
multiplicity = 1

=====

Copy entry 2 word for word.
Formula: C2H3I2NS
Source: OMol25
Level of theory: ωB97M-V/def2-TZVPD

Structure (XYZ):
```
9
Properties=species:S:1:pos:R:3:forces:R:3
C -0.438 -1.282 -0.705 0.954 1.680 0.849
C 1.239 0.224 0.287 0.929 -2.092 3.131
N 0.449 -0.878 -0.010 -2.574 -2.742 -0.901
S -1.429 1.787 -1.067 0.031 -0.414 -0.377
I -1.601 -2.979 -0.721 -0.321 -0.464 -0.100
I -2.282 1.999 1.077 -0.030 -0.039 0.234
H 0.821 0.960 -0.309 -0.062 2.356 -1.135
H 1.024 0.411 1.442 1.139 -0.011 -2.413
H 2.218 -0.242 0.006 -0.066 1.727 0.711
```
Positions in Å, forces in eV/Å.

energy relative to the best compared isomer or geometry (same formula, charge and spin) = 58.9 kcal/mol
HOMO level (spin up / spin down) = -8.43 / -7.29 eV
multiplicity = 1

=====

- Look up the multiplicity of the third one.
  1

=====

- Among the records above, which one has the highest multiplicity?
  C6H3O2S

=====

- Number 4 is which compound?
  C6H3O2S